No. 1
{"formula": "C2H6N3OS", "method": "ωB97M-V/def2-TZVPD", "elements": ["C", "C", "N", "N", "N", "O", "S", "H", "H", "H", "H", "H", "H"], "coordinates": [[0.05, 0.24, -1.37], [-0.48, -0.51, 2.61], [-1.31, 0.57, -1.53], [0.68, -0.71, 2.97], [0.77, 0.21, -2.51], [-1.59, -0.40, 2.49], [0.63, 0.16, 0.19], [-1.47, 1.02, -2.44], [-1.94, 0.78, -0.77], [1.03, -1.17, 3.91], [1.36, -0.78, 2.23], [0.51, 0.48, -3.47], [1.76, 0.10, -2.31]], "nbo_charge": [0.327, 1.003, -0.784, -0.821, -0.765, -0.294, -0.336, 0.395, 0.424, 0.508, 0.485, 0.434, 0.425], "total_energy_ev": -19516.870, "multiplicity": 1, "relative_energy_kcal_mol": 31.2, "homo_lumo_gap_ev": 8.148, "total_charge": 1}

No. 2
{"formula": "C2H6N4", "method": "ωB97M-V/def2-TZVPD", "elements": ["N", "C", "C", "N", "N", "N", "H", "H", "H", "H", "H", "H"], "coordinates": [[-2.67, -0.40, 0.04], [-1.57, -0.08, 0.00], [-0.18, 0.25, -0.02], [0.24, 0.80, 1.21], [0.48, -1.39, 0.00], [0.31, 0.82, -1.15], [0.30, 1.78, 1.04], [1.26, 0.58, 1.47], [0.26, -1.85, 0.83], [0.05, -1.97, -0.76], [1.21, 1.30, -0.84], [0.32, 0.17, -1.83]], "nbo_charge": [-0.298, 0.236, 0.351, -0.817, -0.887, -0.801, 0.361, 0.385, 0.351, 0.351, 0.384, 0.382], "smiles": "N#CC(N)(N)N", "total_energy_ev": -8129.748, "multiplicity": 1, "relative_energy_kcal_mol": 54.1, "homo_lumo_gap_ev": 10.475}

No. 3
{"formula": "C2H6N4", "method": "ωB97M-V/def2-TZVPD", "elements": ["H", "N", "C", "N", "N", "C", "N", "H", "H", "H", "H", "H"], "coordinates": [[0.90, 1.32, 1.58], [0.84, 0.36, 2.02], [0.49, -0.52, 1.23], [0.14, -0.42, -0.13], [-0.29, -1.57, -0.68], [-0.24, 0.77, -0.68], [-0.16, 1.93, -0.09], [-0.26, 2.63, -0.74], [0.38, -1.56, 1.45], [-1.30, -1.57, -0.79], [0.26, -1.92, -1.50], [-0.76, 0.57, -1.66]], "nbo_charge": [0.387, -0.637, 0.256, -0.310, -0.660, 0.286, -0.721, 0.349, 0.167, 0.360, 0.373, 0.151], "smiles": "[H]/N=C\\N(N)/C=N/[H]", "total_energy_ev": -8129.754, "multiplicity": 1, "relative_energy_kcal_mol": 53.9, "homo_lumo_gap_ev": 9.788}

No. 4
{"formula": "C2H6N4", "method": "ωB97M-V/def2-TZVPD", "elements": ["C", "C", "N", "N", "H", "H", "H", "H", "N", "N", "H", "H"], "coordinates": [[1.58, 0.03, 0.99], [-1.63, 0.07, 0.51], [0.86, -0.91, 0.58], [-0.92, -0.90, 0.82], [1.20, 1.04, 1.21], [2.61, -0.17, 1.28], [-1.20, 0.97, -0.03], [-2.67, 0.15, 0.82], [0.36, -0.59, -1.47], [-0.29, 0.46, -1.66], [0.36, 1.27, -1.63], [-0.28, -1.40, -1.43]], "nbo_charge": [-0.142, -0.125, -0.244, -0.246, 0.150, 0.203, 0.188, 0.211, -0.254, -0.373, 0.305, 0.327], "total_energy_ev": -8125.272, "multiplicity": 1, "relative_energy_kcal_mol": 157.3, "homo_lumo_gap_ev": 9.235}

No. 5
{"formula": "C2H6N4O", "method": "ωB97M-V/def2-TZVPD", "elements": ["C", "N", "N", "C", "N", "N", "O", "H", "H", "H", "H", "H", "H"], "coordinates": [[1.49, 1.03, -0.19], [-1.24, -1.19, 0.30], [-0.51, -2.31, 0.39], [-1.33, 1.06, 0.00], [-0.53, -0.12, 0.11], [0.76, -0.19, -0.03], [-2.40, 1.19, 0.51], [-1.01, -3.14, 0.10], [0.47, -2.20, 0.13], [-0.84, 1.82, -0.63], [1.32, 1.50, -1.17], [1.27, 1.77, 0.59], [2.54, 0.76, -0.12]], "nbo_charge": [-0.446, -0.039, -0.609, 0.527, -0.016, -0.462, -0.456, 0.389, 0.404, 0.140, 0.173, 0.177, 0.218], "total_energy_ev": -10175.336, "multiplicity": 1, "relative_energy_kcal_mol": 109.0, "homo_lumo_gap_ev": [7.666, 7.559]}

No. 6
{"formula": "C2H6N4O2", "method": "ωB97M-V/def2-TZVPD", "elements": ["C", "C", "H", "H", "H", "H", "H", "H", "N", "N", "N", "N", "O", "O"], "coordinates": [[-1.20, -0.51, -0.22], [2.15, -0.53, -0.26], [-0.26, 2.37, 0.40], [-1.82, 1.18, -1.26], [-2.41, -2.12, -0.34], [-0.59, -1.18, 1.82], [0.68, 0.78, 0.98], [1.90, -1.25, -0.95], [-1.00, 0.84, -0.64], [-2.35, -1.00, -0.39], [-0.23, -1.11, 0.60], [0.96, -0.22, 0.66], [-1.20, 1.78, 0.44], [3.10, 0.33, -0.37]], "nbo_charge": [0.498, 0.532, 0.465, 0.387, 0.356, 0.410, 0.391, 0.148, -0.376, -0.658, -0.486, -0.535, -0.571, -0.560], "total_energy_ev": -12220.777, "multiplicity": 1, "relative_energy_kcal_mol": 135.5, "homo_lumo_gap_ev": 9.936}

No. 7
{"formula": "C2H6N4O2", "method": "ωB97M-V/def2-TZVPD", "elements": ["H", "N", "C", "N", "O", "C", "O", "N", "N", "H", "H", "H", "H", "H"], "coordinates": [[2.42, 1.21, -0.34], [2.40, 0.18, -0.45], [1.24, -0.12, -0.12], [0.73, -1.39, -0.18], [0.12, -1.61, 1.09], [0.27, 1.06, 0.19], [0.78, 2.07, 0.74], [-1.01, 1.06, -0.10], [-1.79, -0.12, -0.35], [1.56, -2.02, -0.24], [-0.78, -1.56, 0.73], [-1.49, 1.73, 0.47], [-2.74, -0.09, -0.14], [-1.70, -0.42, -1.31]], "nbo_charge": [0.370, -0.602, 0.317, -0.365, -0.581, 0.587, -0.617, -0.439, -0.684, 0.376, 0.487, 0.400, 0.375, 0.375], "smiles": "[H]/N=C(/NO)C(=O)NN", "total_energy_ev": -12223.631, "multiplicity": 1, "relative_energy_kcal_mol": 69.7, "homo_lumo_gap_ev": 10.343}

No. 8
{"formula": "C2H6N4OS", "method": "ωB97M-V/def2-TZVPD", "elements": ["H", "N", "C", "N", "N", "N", "O", "C", "S", "H", "H", "H", "H", "H"], "coordinates": [[3.38, -0.58, -0.12], [2.59, -1.14, 0.06], [1.54, -0.49, 0.02], [1.41, 0.85, -0.29], [2.64, 1.75, 0.16], [0.22, -1.39, 0.27], [-0.93, -0.86, -0.61], [-1.82, -0.36, 0.36], [-3.04, 0.68, 0.02], [0.64, 1.29, -0.64], [3.04, 1.41, 1.12], [3.61, 1.63, -0.48], [0.49, -2.20, -0.27], [-1.44, -1.01, 1.30]], "nbo_charge": [0.349, -0.719, 0.554, -0.493, -0.664, -0.338, -0.410, -0.005, -0.010, 0.410, 0.367, 0.357, 0.375, 0.226], "smiles": "[H]/N=C(\\NN)NOC=S", "total_energy_ev": -21008.921, "multiplicity": 1, "relative_energy_kcal_mol": 147.2, "homo_lumo_gap_ev": 9.237}

No. 9
{"formula": "C2H6N4S", "method": "ωB97M-V/def2-TZVPD", "elements": ["H", "N", "C", "N", "C", "N", "H", "N", "S", "H", "H", "H", "H"], "coordinates": [[0.64, -0.87, 2.57], [0.76, -1.01, 1.59], [-0.05, -0.29, 0.87], [-0.96, 0.61, 1.29], [-0.03, -0.57, -0.63], [0.27, -1.70, -1.12], [0.48, -2.35, -0.39], [-0.45, 0.49, -1.46], [0.45, 1.94, -1.43], [-1.41, 1.16, 0.59], [-0.84, 1.05, 2.21], [-0.56, 0.09, -2.39], [1.70, 1.45, -1.69]], "nbo_charge": [0.333, -0.709, 0.367, -0.801, 0.359, -0.618, 0.371, -0.784, 0.178, 0.403, 0.397, 0.404, 0.101], "smiles": "[H]/N=C(N)/C(=N\\[H])NS", "total_energy_ev": -18966.424, "multiplicity": 1, "relative_energy_kcal_mol": 14.3, "homo_lumo_gap_ev": 10.168}

No. 10
{"formula": "C2H6N4S", "method": "ωB97M-V/def2-TZVPD", "elements": ["H", "N", "C", "N", "S", "C", "N", "N", "H", "H", "H", "H", "H"], "coordinates": [[-2.07, 0.85, 1.30], [-2.39, -0.06, 1.05], [-2.06, -0.53, -0.11], [-1.09, -0.09, -0.94], [-0.24, 1.31, -0.62], [0.96, 0.89, 0.71], [1.81, 0.03, 0.81], [2.04, -0.80, -0.37], [-2.38, -1.46, -0.25], [-0.80, -0.80, -1.75], [1.05, 1.62, 1.51], [2.17, 0.06, -1.02], [2.99, -1.01, -0.32]], "nbo_charge": [0.336, -0.693, 0.262, -0.786, 0.391, -0.105, -0.240, -0.646, 0.171, 0.423, 0.204, 0.332, 0.350], "smiles": "[H]/N=C\\NS/C=N\\N", "total_energy_ev": -18963.678, "multiplicity": 1, "relative_energy_kcal_mol": 77.6, "homo_lumo_gap_ev": 9.611}